{"formula": "C17H17N5O6", "method": "the ωB97M-V functional and the def2-TZVPD basis", "species": ["C", "C", "N", "C", "C", "H", "O", "C", "C", "O", "C", "C", "C", "N", "C", "N", "C", "C", "O", "C", "H", "O", "N", "H", "H", "C", "N", "C", "H", "H", "H", "H", "H", "C", "O", "O", "H", "H", "H", "H", "H", "C", "H", "H", "H"], "xyz": [[2.0341, -5.3404, 3.1111], [-1.7359, -0.1716, 1.6989], [2.4338, -2.2195, 5.1768], [2.6118, -2.8158, -1.1381], [0.4893, -1.4147, 1.6393], [2.9736, -0.3733, 0.7052], [3.0195, -1.1266, 4.5707], [3.0625, -3.4579, 1.8154], [2.6664, -4.8430, 1.9568], [1.0457, -6.3161, 5.4378], [-3.1069, -0.1161, 1.4318], [-1.6686, -2.4590, 0.9431], [-3.7549, -1.2447, 0.9101], [1.8975, -2.8839, 0.1860], [2.2845, -0.6094, -0.1274], [3.4496, -1.4393, 3.2939], [1.2045, -1.6089, 0.3033], [3.0341, -2.7561, 3.0321], [3.8756, -5.4704, 0.0703], [-3.0311, -2.4112, 0.6345], [0.6942, -2.2668, 2.2905], [0.9558, -4.3535, 6.4029], [2.9783, -5.7739, 0.8946], [1.8622, -3.0658, -1.9025], [3.3904, -3.5695, -1.1939], [2.4118, -3.1898, 4.2105], [1.2655, -5.0831, 5.4404], [1.8722, -4.5301, 4.2527], [2.8955, -0.9864, -2.2304], [1.6779, -6.3717, 3.1231], [-3.5259, -3.2796, 0.1827], [3.8051, -3.1249, 1.0930], [1.8754, 0.3488, -0.4896], [3.0796, -1.3730, -1.2181], [4.0886, -0.6398, 2.6210], [2.3781, -6.8721, 0.8502], [-1.2167, 0.6948, 2.1033], [0.8541, -0.5244, 2.1544], [1.2636, -3.6873, 0.2518], [-3.6689, 0.8043, 1.6285], [-4.8255, -1.2120, 0.7160], [-1.0004, -1.3327, 1.4373], [4.1595, -1.3139, -1.0289], [0.4684, -1.5998, -0.5316], [-1.1122, -3.3805, 0.7698]], "forces_ev_per_angstrom": [[-0.149, 0.960, 0.993], [0.062, -0.180, -0.215], [-0.340, -1.525, -1.788], [-0.837, -0.556, 0.634], [-0.256, 0.101, 0.037], [-0.495, -0.106, -0.287], [0.754, -0.381, -0.771], [1.624, -1.528, -1.056], [0.328, 0.894, 0.186], [0.426, 1.943, -0.159], [-0.024, -0.385, -0.015], [-0.365, 0.237, -0.266], [0.223, 0.180, -0.034], [-0.249, -0.446, -0.111], [0.546, 0.346, 0.258], [-0.292, -1.680, -0.644], [-0.266, 0.481, -1.125], [-0.249, 2.512, 0.776], [-1.648, -0.131, 1.454], [0.121, 0.152, 0.244], [-0.005, 0.027, -0.016], [0.920, -0.799, -2.070], [0.554, -1.589, -1.333], [0.201, 0.178, 0.012], [0.102, 0.048, 0.122], [-0.562, 0.915, 2.238], [-1.204, -1.250, 1.601], [0.435, -0.254, -1.006], [0.109, -0.002, 0.353], [0.191, 0.351, 0.075], [0.193, 0.368, 0.330], [0.167, -0.620, 0.480], [0.008, -0.494, 0.165], [0.259, 0.403, -0.331], [-0.660, -0.469, 0.748], [0.920, 2.110, 0.299], [-0.122, -0.073, -0.074], [0.028, 0.022, -0.033], [0.141, 0.381, -0.196], [0.239, -0.442, -0.052], [0.239, 0.014, -0.027], [-0.671, -0.044, 0.178], [-0.284, 0.089, -0.083], [-0.015, 0.115, 0.526], [-0.096, 0.127, -0.017]], "total_charge": 0, "molar_mass_g_mol": 387.4, "e_tot_ha": -1382.83275, "smiles": "O=[N+]([O-])c1cc([N+](=O)[O-])c2no[n+]([O-])c2c1.c1ccc(C[C@H]2CCCN2)cc1"}



{"formula": "C3H6N2O3", "method": "the ωB97M-V functional and the def2-TZVPD basis", "species": ["H", "H", "N", "O", "H", "O", "C", "H", "O", "C", "H", "C", "H", "N"], "xyz": [[-0.5497, -1.6328, -1.6008], [0.2584, 2.0904, -0.9044], [-2.3107, 0.5095, 0.4328], [-2.7430, -0.5342, 0.7639], [0.3421, -2.2348, -0.1805], [0.8606, 1.6375, 1.3342], [-0.1843, -0.0651, -0.1577], [1.2000, 1.3846, 2.2297], [2.0523, -0.1172, 0.6897], [-0.3681, -1.4808, -0.5106], [1.1848, 0.6241, -1.6539], [0.5788, 0.9636, -0.8509], [-1.3215, -1.7575, -0.0708], [1.0003, 0.6127, 0.4792]], "forces_ev_per_angstrom": [[0.420, 0.413, 0.597], [0.251, -2.362, -0.012], [0.357, -3.547, 0.795], [0.699, 3.217, -0.903], [0.407, 0.457, 0.222], [-0.983, 2.322, 2.147], [-1.476, 1.112, 0.520], [-0.161, -0.517, -1.249], [0.376, -0.250, 0.017], [-0.564, -0.299, -0.641], [0.860, -0.051, -0.452], [-1.097, 3.014, -0.833], [-0.287, -0.377, 0.325], [1.197, -3.133, -0.531]], "total_charge": 0, "de_lowest_kj_mol": 1024.3, "molar_mass_g_mol": 118.1, "e_tot_ha": -452.81088}



{"formula": "C28H68O10", "method": "the ωB97M-V functional and the def2-TZVPD basis", "species": ["H", "C", "C", "C", "C", "C", "C", "H", "O", "H", "H", "C", "H", "O", "H", "H", "C", "C", "H", "O", "O", "H", "H", "H", "O", "H", "H", "H", "C", "C", "H", "H", "H", "C", "H", "H", "C", "H", "C", "H", "H", "H", "H", "H", "C", "C", "C", "C", "O", "H", "H", "H", "H", "O", "H", "H", "C", "H", "H", "H", "H", "H", "C", "H", "H", "H", "H", "H", "C", "C", "H", "O", "H", "H", "H", "C", "H", "H", "H", "H", "H", "C", "H", "H", "H", "H", "H", "H", "H", "H", "H", "H", "O", "C", "H", "H", "H", "H", "O", "H", "C", "H", "C", "C", "H", "H"], "xyz": [[-1.8224, -2.7014, -5.4543], [3.0905, 4.1636, -0.5495], [4.3032, 2.6411, 2.5499], [-3.5774, -1.1121, -3.9273], [4.7813, 1.6637, 1.5055], [-0.2056, -1.0157, -1.2779], [0.9725, 1.0144, -0.9212], [-3.9759, -1.4085, -0.4759], [-3.4809, 3.0151, -4.7762], [-2.7555, 4.6258, -3.7293], [0.4465, -1.8895, -1.3898], [-0.3015, -0.6328, 0.1922], [1.3954, 0.9208, -3.4550], [0.4717, 0.0914, -1.8882], [0.0639, 5.3418, -0.3742], [-6.3012, -2.7247, 2.1739], [4.0937, -2.4418, 3.3752], [-0.0696, -4.0871, 4.8008], [0.4958, 4.2803, -2.4674], [-2.0716, -0.1408, -5.5317], [-1.8094, -4.6219, 3.2217], [1.8084, 5.4298, -2.8135], [5.3228, -3.3899, 0.2383], [3.2753, -1.7270, 3.2996], [2.2858, 3.7696, -1.6880], [5.2390, 3.0605, 2.9404], [-3.4977, -3.1020, -0.4537], [-2.2945, 0.3980, 2.0209], [-3.5129, -2.1872, 0.1410], [-4.2901, -2.3197, 1.4265], [-0.2624, -1.4695, 0.8918], [-2.4015, 0.7668, -5.4924], [1.9666, 1.4100, -1.1249], [4.2419, -3.2600, 2.0629], [2.6072, 5.8163, 0.6800], [-3.7380, -3.0630, 2.0177], [-1.2549, -5.0512, 4.4683], [-0.3456, -3.3640, 5.5647], [0.9379, 0.2110, 0.3828], [-3.4894, -3.1068, -5.8531], [3.7482, -3.1313, 4.1496], [6.2201, -2.5656, 1.4874], [3.4114, 3.2098, -0.1388], [-4.9372, -1.0116, 2.7000], [-3.0644, 3.5992, -3.5185], [1.0905, 5.4983, -0.7220], [-3.2065, -1.0272, -5.3915], [1.3609, 4.7880, -2.0481], [4.2693, 0.4914, 3.4304], [-4.2822, 3.5107, -4.9817], [-2.4557, -2.2727, -7.0330], [6.2568, 0.6505, 2.7821], [-0.8473, -6.0379, 4.2618], [2.9443, -3.3622, 1.4707], [1.1540, 6.5872, -0.7690], [-1.2497, 2.7479, -3.8967], [3.6583, 1.7961, 3.6325], [-4.2575, -0.3050, -3.6457], [1.8115, -0.4473, 0.4074], [2.6920, -2.5344, 1.0488], [-2.8249, -1.2442, -3.1522], [-4.1669, -2.0344, -3.7834], [-5.7715, -2.6029, 1.2273], [-2.4709, -1.9629, 0.3635], [-2.4715, 1.5382, 3.0163], [1.6390, 4.3401, 1.1025], [0.8274, -4.0469, 2.8595], [-6.1261, -1.7628, 0.6281], [5.2208, -2.6853, 1.0659], [-1.1915, -3.4237, 2.7456], [3.8853, 2.1475, 4.6393], [1.6281, 1.3128, -4.3122], [0.5606, -2.4092, 3.5178], [5.5068, 2.1238, 0.8380], [-0.9630, -3.4985, 1.6812], [0.1558, -3.4214, 3.4468], [5.0307, -1.9795, 3.6781], [3.9323, 1.2672, 0.9375], [0.8521, 1.1563, -4.8609], [-4.0602, -0.6947, -5.9877], [0.9017, 0.8179, 1.2869], [-4.2517, 3.5440, -2.5472], [-5.9294, -3.5562, 0.7214], [-1.7663, -2.5178, 2.9551], [-2.1535, 1.7176, -2.8397], [-1.9781, -4.9318, 5.2724], [-4.6737, 2.5574, -2.3814], [0.3603, 1.9150, -0.7929], [-3.9275, 3.9870, -1.6013], [-1.4225, 3.1523, -2.1136], [5.2626, -0.4760, 1.9143], [-5.0359, 4.2053, -2.9354], [-1.8366, 0.8764, 2.7238], [2.0770, 4.9348, 0.3082], [2.5849, 1.6202, 3.5590], [3.8841, 4.7567, -1.0094], [3.7699, 3.5122, 2.1713], [-1.2378, -0.0870, 0.3143], [-4.1217, -1.1027, 2.1969], [-1.1496, -1.2555, -1.7606], [-2.7115, -2.3474, -5.9783], [4.4902, -4.3008, 2.2729], [-1.8944, 2.7642, -3.0106], [5.2473, 0.5107, 2.3762], [0.8223, -4.6649, 5.0340], [4.8393, -1.7383, 0.6773]], "forces_ev_per_angstrom": [[0.008, 0.126, 0.106], [-1.880, -0.409, -1.563], [0.788, 1.010, 0.259], [-1.711, -1.111, 0.419], [-0.602, -0.633, -0.370], [1.144, -0.341, 0.537], [-0.132, -0.203, 1.504], [0.307, 0.091, -0.030], [0.061, 0.337, 0.358], [0.039, 0.076, 0.314], [-0.074, -0.076, -0.084], [-0.233, -0.406, 0.014], [-0.087, -0.036, -0.310], [-0.069, 0.660, -0.722], [0.031, -0.241, -0.143], [-0.014, 0.421, 0.054], [-0.123, -1.199, -0.259], [-0.485, -0.404, -1.009], [-0.049, 0.105, -0.070], [-0.650, 0.382, -0.336], [-0.628, 0.381, -0.385], [-0.086, 0.168, 0.057], [-0.079, 0.134, -0.124], [0.415, 0.317, -0.277], [0.157, -0.773, -0.261], [-0.166, 0.110, 0.338], [-0.223, -0.142, 0.192], [-0.162, -0.107, 0.289], [-0.225, 0.286, -0.387], [0.801, -0.464, 0.832], [-0.351, -0.119, -0.209], [0.068, 0.018, 0.099], [0.049, -0.431, -0.645], [-0.760, 0.737, 0.502], [-0.129, -0.309, 0.801], [-0.689, -0.414, -0.074], [1.112, 1.282, -0.293], [0.162, -0.111, 0.166], [0.007, 0.481, -0.258], [0.072, -0.020, -0.127], [0.241, 0.003, 0.132], [-0.068, 0.224, 0.091], [0.433, 0.294, 0.177], [0.172, 0.200, 0.154], [-0.694, -1.465, 0.661], [-1.310, 0.409, 0.391], [1.932, -0.195, 0.011], [0.786, -0.365, 0.619], [0.108, 0.063, 0.296], [0.004, -0.277, -0.410], [-0.102, 0.202, -0.027], [-0.016, 0.304, 0.114], [-0.443, -0.345, 0.610], [-0.239, -0.538, -0.330], [0.292, -0.065, -0.260], [0.702, -0.029, 0.588], [0.589, -0.969, -0.444], [0.250, 0.173, 0.086], [0.050, 0.021, 0.164], [0.201, 0.120, 0.125], [0.666, 0.449, -0.568], [-0.190, 0.227, -0.146], [0.704, -0.302, -0.013], [-0.116, 0.236, -0.046], [0.016, -0.088, 0.008], [-0.055, -0.013, -0.012], [0.190, 0.205, 0.006], [-0.547, -0.186, 0.070], [0.096, -0.550, -0.290], [0.904, -0.441, 0.599], [0.026, 0.033, 0.008], [-0.043, 0.044, 0.115], [0.179, -0.124, -0.003], [0.111, -0.267, -0.058], [-0.652, -0.130, -0.162], [0.249, 0.411, -0.040], [-0.151, 0.103, 0.133], [0.046, 0.211, -0.286], [0.033, -0.101, 0.063], [0.000, 0.231, 0.107], [0.081, 0.024, -0.029], [0.323, 1.381, -0.229], [0.084, 0.159, -0.318], [-0.254, -0.091, 0.059], [-0.340, 0.080, 0.090], [-0.290, -0.757, -0.109], [0.272, -0.193, -0.131], [-0.391, -0.167, -0.399], [-0.152, -0.172, 0.106], [0.131, 0.218, -0.118], [-0.245, 0.441, 0.022], [-0.145, -0.150, 0.135], [0.124, 0.189, -0.138], [1.478, 1.138, -0.605], [-0.093, 0.337, -0.201], [0.377, 0.167, 0.809], [-0.426, -0.262, 0.020], [0.201, 0.244, 0.328], [-0.354, 0.031, -0.564], [-0.083, 0.404, -0.113], [-0.398, -0.302, 0.433], [0.197, 0.073, 0.146], [-0.146, -0.008, -1.376], [-0.048, 0.242, 0.560], [-0.042, 0.186, 0.579], [0.176, -0.098, -0.099]], "total_charge": 0, "de_lowest_kj_mol": 0.0, "molar_mass_g_mol": 564.8, "e_tot_ha": -1859.90832, "smiles": "C1CCOC1.C1CCOC1.C1CCOC1.C1CCOC1.CC(C)O.CC(C)O.CC(C)O.CC(C)O.O.O"}



Please write out number 2 again, unchanged.
{"formula": "C3H6N2O3", "method": "the ωB97M-V functional and the def2-TZVPD basis", "species": ["H", "H", "N", "O", "H", "O", "C", "H", "O", "C", "H", "C", "H", "N"], "xyz": [[-0.5497, -1.6328, -1.6008], [0.2584, 2.0904, -0.9044], [-2.3107, 0.5095, 0.4328], [-2.7430, -0.5342, 0.7639], [0.3421, -2.2348, -0.1805], [0.8606, 1.6375, 1.3342], [-0.1843, -0.0651, -0.1577], [1.2000, 1.3846, 2.2297], [2.0523, -0.1172, 0.6897], [-0.3681, -1.4808, -0.5106], [1.1848, 0.6241, -1.6539], [0.5788, 0.9636, -0.8509], [-1.3215, -1.7575, -0.0708], [1.0003, 0.6127, 0.4792]], "forces_ev_per_angstrom": [[0.420, 0.413, 0.597], [0.251, -2.362, -0.012], [0.357, -3.547, 0.795], [0.699, 3.217, -0.903], [0.407, 0.457, 0.222], [-0.983, 2.322, 2.147], [-1.476, 1.112, 0.520], [-0.161, -0.517, -1.249], [0.376, -0.250, 0.017], [-0.564, -0.299, -0.641], [0.860, -0.051, -0.452], [-1.097, 3.014, -0.833], [-0.287, -0.377, 0.325], [1.197, -3.133, -0.531]], "total_charge": 0, "de_lowest_kj_mol": 1024.3, "molar_mass_g_mol": 118.1, "e_tot_ha": -452.81088}